Here is the molecule C5H9NO from the Open Molecules 2025 dataset. Energies are from ωB97M-V/def2-TZVPD.

Spin multiplicity = 1
SMILES string = CC[C@@H](O)CC#N
Electronic energy = -325.84346 Ha
Orbital gap = 10.847 eV
LUMO = 0.81 eV

```
16
Properties=species:S:1:pos:R:3:forces:R:3
C 1.9403 -0.2554 0.0784 0.28 -0.07 -0.08
C 0.6396 0.5008 0.2643 0.22 -0.07 0.90
C -0.5014 0.0242 -0.6893 0.07 0.25 0.48
O -0.4530 -1.3624 -0.9826 0.17 -0.06 -0.06
C -1.9206 0.2676 -0.0925 -0.13 0.05 -0.01
C -1.7491 0.1654 1.3558 0.78 0.12 0.36
N -0.9549 0.2260 2.2004 -2.50 -0.37 1.23
H 2.3878 -0.2232 -0.9220 -0.09 0.06 0.01
H 2.6632 0.1616 0.7840 0.10 -0.15 -0.16
H 1.7728 -1.3025 0.3573 0.18 0.15 -0.09
H 0.7479 1.5856 0.0976 0.14 -0.28 0.14
H 0.4473 0.3416 1.4607 0.48 0.53 -3.46
H -0.4912 0.5898 -1.6458 0.27 -0.10 0.50
H 0.3791 -1.5437 -1.4399 -0.16 -0.01 0.17
H -2.6295 -0.4519 -0.5068 0.13 0.07 0.06
H -2.2782 1.2765 -0.3197 0.05 -0.12 0.00
```
Positions in Å, forces in eV/Å.

***

Here is the molecule C4H7NO from the Open Molecules 2025 dataset. Energies are from ωB97M-V/def2-TZVPD.

Spin multiplicity = 1
SMILES string = [H]/N=C\COC=C
Electronic energy = -286.47463 Ha
Orbital gap = 8.668 eV
LUMO = 0.57 eV

```
13
Properties=species:S:1:pos:R:3:forces:R:3
C -1.0748 -0.7054 0.0104 -0.08 0.00 0.00
O 0.1008 -1.5014 -0.1974 0.22 0.02 0.07
C 1.2334 -0.7852 -0.0159 0.38 0.01 -0.18
C 1.1471 0.3596 0.6784 1.26 -0.74 0.73
N -0.5114 1.4571 -1.1896 -0.30 -0.35 0.16
C -0.8267 0.8138 -0.1289 -0.73 0.24 -0.51
H -1.4925 -0.9396 0.9976 0.08 0.23 -0.14
H -1.8054 -0.9963 -0.7542 0.18 -0.17 0.13
H 0.6974 0.0680 1.6053 -1.28 1.09 0.58
H 2.1174 -1.2289 -0.4388 -0.05 0.01 -0.90
H 1.7491 1.2534 0.6009 0.55 -0.48 0.24
H -0.0938 0.8110 -1.8709 -0.28 0.17 -0.03
H -1.2408 1.3937 0.7030 0.03 -0.04 -0.15
```
Positions in Å, forces in eV/Å.

***

Q: Which value of orbital gap does entry 2 give?
A: 8.668 eV